10
Properties=species:S:1:pos:R:3:forces:R:3 method="wB97M-V/def2-TZVPD" e_lumo_ev=-1.5408 e_homo_ev=-9.87 relative_energy_ev=3.414 gap_ev=8.3 total_energy_ev=-44237.9260 max_force_ha_per_bohr=0.1014 multiplicity=1
C 0.661760 -0.204367 0.160916 2.162 0.451 4.600
C -0.543439 0.722442 -0.018353 0.773 1.871 -0.532
H -0.093667 -3.796558 0.681358 2.905 1.917 -1.385
H -0.358223 -1.259103 -1.053865 -1.029 -1.264 -1.539
N 0.425619 -1.404567 -0.485770 2.144 2.470 1.680
O 1.510681 0.091692 1.064434 -2.725 -1.464 -4.198
F -1.573295 0.093157 -0.499219 -2.168 -1.934 -1.368
S 1.385186 -2.715185 -0.155347 -3.092 -2.647 1.101
Cl -1.151054 1.245486 1.550429 0.801 0.956 -0.238
Cl -0.221073 1.910408 -1.469220 0.229 -0.357 1.878

---

62
Properties=species:S:1:pos:R:3:forces:R:3 method="wB97M-V/def2-TZVPD" e_lumo_ev="1.6308 / 1.4242" e_homo_ev="-4.38 / -4.39" relative_energy_ev=2.052 gap_ev="6.0 / 5.8" total_energy_ev=-188570.9329 max_force_ha_per_bohr=0.0331 s2=0.755 multiplicity=2 total_charge=-1
Ir 0.192598 0.464325 -0.365123 -1.653 0.053 -0.407
Cl -6.099962 -0.206871 2.351029 0.019 -0.051 0.112
C -4.522506 0.042828 1.756751 -0.121 0.204 -0.085
C -3.261884 1.626102 3.473096 -0.057 -0.170 0.055
Cl -4.261704 2.874870 4.274165 0.004 0.046 -0.032
C -1.837933 1.997730 3.260900 -0.035 0.089 -0.030
Cl -0.883247 2.634154 4.495848 0.005 0.007 0.011
C -1.289173 1.080528 2.192599 0.212 0.038 0.058
O -0.125438 1.350997 1.619616 -0.057 0.268 -0.112
C -2.605808 -0.164609 0.495554 -0.211 0.024 0.022
O -1.777336 -0.635169 -0.264465 0.311 -0.452 0.401
C -3.899671 -0.766640 0.888759 0.147 -0.038 -0.113
Cl -4.454820 -2.268535 0.309221 0.044 0.043 -0.022
O 3.135116 3.183112 0.164168 0.007 -0.008 -0.014
S 2.463262 3.170127 -1.098657 0.012 0.012 0.044
O 3.221244 2.905010 -2.284056 0.023 0.003 -0.001
N 1.105193 2.236846 -1.047823 0.380 -0.432 0.577
C -0.031053 2.928905 -1.165788 0.411 0.213 -0.140
O -1.120314 2.334161 -1.104566 0.353 -0.271 0.028
C 0.187549 4.390457 -1.328880 -0.046 -0.088 -0.039
C -0.752532 5.394810 -1.454852 0.015 0.030 -0.021
C -0.294703 6.702531 -1.559124 0.007 -0.012 -0.019
C 1.069057 6.983523 -1.541047 -0.007 0.012 0.002
C 2.010811 5.967699 -1.419981 0.001 -0.028 -0.021
C 1.538680 4.676485 -1.312467 -0.014 0.043 0.051
H -1.807274 5.154330 -1.467308 -0.003 0.011 0.003
H -1.003408 7.514513 -1.657915 -0.001 0.002 0.013
H 1.402421 8.010682 -1.615856 -0.007 0.001 -0.013
H 3.071202 6.180334 -1.404458 0.001 -0.001 0.011
S -3.322562 0.150891 4.576986 0.026 0.028 0.017
C -3.765849 1.314016 2.031204 0.082 -0.018 0.085
C -2.488904 1.128926 1.212726 -0.095 -0.082 -0.081
N -1.262226 -0.308035 2.810545 -0.059 -0.041 -0.077
C -2.002731 -0.703248 3.739986 0.079 -0.023 -0.021
H -4.356894 2.169274 1.701633 0.002 -0.018 -0.069
H -2.299230 1.934079 0.508994 0.030 0.027 0.009
H -1.871962 -1.714584 4.128934 -0.027 0.006 0.019
C 2.538536 -6.791644 -1.782808 -0.029 0.024 -0.015
C 2.200801 -5.431651 -1.230812 0.000 -0.014 0.026
C 3.152803 -4.428331 -1.158144 -0.018 0.014 0.007
C 2.868021 -3.184069 -0.597978 0.009 0.009 -0.057
C 3.957188 -2.145765 -0.569365 -0.024 -0.037 0.065
C 1.582466 -2.933640 -0.094500 0.342 0.170 -0.161
Se 1.274644 -1.319790 0.921938 0.057 0.247 -0.164
C 0.599770 -3.928635 -0.187795 -0.019 -0.043 0.044
C -0.804988 -3.714942 0.300686 0.021 0.014 0.040
C 0.928030 -5.158005 -0.748830 -0.011 0.006 -0.053
H 3.492712 -6.777692 -2.309983 -0.001 0.004 -0.005
H 1.770477 -7.140054 -2.475855 0.004 0.002 -0.004
H 2.611487 -7.529135 -0.979613 0.007 -0.008 -0.005
H 4.150000 -4.612663 -1.545662 0.004 0.000 0.005
H 4.883528 -2.557630 -0.972681 -0.004 0.009 -0.012
H 4.137993 -1.789932 0.444901 0.001 -0.008 0.005
H 3.671392 -1.275746 -1.157898 -0.011 0.043 -0.015
H -1.226195 -2.814350 -0.136453 -0.026 0.006 -0.020
H -0.830853 -3.584819 1.385327 0.001 0.026 -0.014
H -1.433977 -4.564751 0.030337 0.002 -0.018 0.026
H 0.159297 -5.922261 -0.818391 0.000 -0.001 0.017
F 0.009407 0.367078 -3.220652 -0.026 0.038 0.083
C 0.519266 -0.365025 -2.168923 -0.028 0.121 0.062
F -0.044885 -1.600388 -2.329848 0.021 0.010 -0.035
F 1.835071 -0.530714 -2.497346 -0.049 -0.037 -0.020

---

41
Properties=species:S:1:pos:R:3:forces:R:3 method="wB97M-V/def2-TZVPD" e_lumo_ev="-2.4200 / -5.6144" e_homo_ev="-14.01 / -13.36" gap_ev="11.6 / 7.7" total_energy_ev=-58621.2858 max_force_ha_per_bohr=0.0578 s2=6.015 multiplicity=5 total_charge=+1
Co 24.349390 -32.152446 -10.786443 -0.144 -0.182 0.238
O 22.925980 -33.328500 -11.684171 1.743 1.332 1.058
H 22.584913 -34.090909 -11.177284 0.320 0.605 -0.263
O 25.747614 -31.111840 -9.876359 -1.241 -1.151 -0.882
H 26.664275 -31.219419 -9.555893 -0.802 -0.126 -0.363
C 23.824841 -35.273522 -8.554939 0.257 -0.574 1.370
C 24.403496 -33.880324 -8.221150 -0.119 -2.526 0.378
O 23.584216 -33.046945 -8.952745 -0.079 2.656 -1.326
H 23.537432 -35.414744 -9.596836 0.597 0.218 -0.095
H 22.898135 -35.412495 -7.998170 -0.215 0.187 0.127
H 24.435613 -36.102162 -8.196587 0.234 -0.004 -0.271
H 25.451082 -33.789968 -8.508370 -0.256 0.295 -0.184
H 24.315761 -33.625438 -7.165011 0.174 -0.232 0.105
H 22.677094 -33.149207 -8.655651 -0.194 0.173 -0.200
C 26.172798 -35.967787 -11.855869 -0.663 0.043 -0.255
C 26.238270 -34.488057 -12.204944 0.521 -0.752 -0.175
O 25.827252 -33.775685 -11.046658 -0.808 1.084 0.651
H 26.206452 -36.589076 -12.750835 0.514 -0.103 0.144
H 25.204163 -36.183817 -11.405111 -0.231 0.191 -0.108
H 26.880064 -36.250173 -11.076039 0.396 -0.048 -0.394
H 25.619509 -34.214221 -13.059489 -0.253 -0.024 0.324
H 27.248556 -34.138685 -12.417966 0.129 -0.255 -0.302
H 26.579115 -33.752663 -10.450199 -0.013 0.186 0.169
C 20.799716 -29.765821 -10.884092 -0.926 0.545 -0.095
C 22.178399 -29.952648 -11.522620 -2.535 0.597 0.272
O 23.039322 -30.364088 -10.500266 1.579 -1.207 0.205
H 20.721194 -28.958635 -10.155824 0.666 0.288 0.027
H 20.394822 -30.608968 -10.324388 0.355 -0.460 -0.411
H 20.058804 -29.469032 -11.626428 -0.015 -0.239 -0.245
H 22.461894 -28.987932 -11.943384 0.399 -0.170 -0.223
H 22.082933 -30.717422 -12.293409 0.449 -0.026 0.116
H 23.328104 -29.596020 -10.002001 0.315 -0.061 0.236
C 26.272047 -31.037219 -14.632593 -0.526 0.420 0.785
C 25.769662 -30.580623 -13.237605 1.902 1.255 -1.490
O 24.811939 -31.452311 -12.756845 -1.072 -1.420 1.027
H 27.049097 -30.345645 -14.958196 -0.024 -0.165 -0.158
H 25.442798 -31.012200 -15.339587 0.006 0.150 -0.180
H 26.638611 -32.063704 -14.623925 0.206 0.091 0.194
H 25.328602 -29.585053 -13.286707 0.075 0.192 -0.208
H 26.621273 -30.491257 -12.563161 -0.273 -0.396 0.299
H 24.205093 -31.616674 -13.482323 -0.445 -0.384 0.103

---

108
Properties=species:S:1:pos:R:3:forces:R:3 method="wB97M-V/def2-TZVPD" e_lumo_ev="2.9653 / 2.9653" e_homo_ev="0.49 / -1.51" relative_energy_ev=1.772 gap_ev="2.5 / 4.5" total_energy_ev=-215620.1231 max_force_ha_per_bohr=0.0903 s2=2.047 multiplicity=3 total_charge=-2
Ti 1.980881 1.557277 -2.851117 3.345 -0.354 0.324
O 0.227794 1.084817 -3.469000 -0.442 0.620 -1.151
C -0.132615 1.558813 -4.677628 -0.859 1.946 0.677
C -1.411696 2.173190 -4.797137 1.175 -1.056 -0.340
C -1.897941 2.452547 -6.044776 -0.876 0.385 -1.540
C -1.029269 2.521376 -7.161444 -0.395 0.190 0.991
C 0.327699 2.416904 -6.969048 -0.637 -0.649 1.101
C 0.774503 1.848041 -5.743552 1.994 -0.841 -0.470
C 2.178250 1.421214 -5.679493 -0.443 0.003 -0.494
N 2.586591 0.803396 -4.550215 -1.189 1.582 -0.474
N 3.490741 -0.143380 -4.526141 1.694 -2.584 -0.252
C 3.531744 -0.681352 -3.320982 1.134 0.523 -1.168
O 2.946217 -0.101892 -2.347974 -1.896 0.224 0.931
C 4.167070 -1.999236 -3.021552 -1.150 0.458 0.254
C 3.915289 -2.493095 -1.714257 1.123 1.203 0.570
C 4.264969 -3.780086 -1.447623 0.607 -2.306 1.082
C 4.707805 -4.664596 -2.467792 -0.965 0.584 0.682
C 4.902261 -4.212841 -3.738603 -0.207 2.167 -0.131
C 4.682089 -2.819502 -3.996264 -0.153 -1.231 -0.935
H -1.961041 2.461349 -3.935700 -0.557 -0.533 0.828
H -2.984038 2.646618 -6.206447 0.952 0.093 0.231
H -1.455008 2.719279 -8.112352 -0.205 0.416 -0.819
H 1.054525 2.729974 -7.698513 0.125 -0.278 -0.316
H 2.848308 1.500394 -6.581897 -0.745 -0.234 1.045
H 3.643285 -1.764038 -0.915324 -0.057 -0.799 -0.884
H 4.270260 -4.287353 -0.425971 -0.471 1.224 -1.205
H 4.660680 -5.707796 -2.240396 0.566 -0.608 0.085
H 5.154768 -4.864773 -4.544659 0.219 -0.356 -0.405
H 4.716822 -2.436627 -5.030494 0.199 -0.162 0.679
C 0.499552 -3.821060 3.644720 0.839 0.053 -0.620
C -0.792598 -3.655231 4.463016 -0.116 -0.451 -0.005
Ge -2.461102 -2.959196 3.556809 -0.768 0.077 -0.346
C -2.855222 -1.143254 4.327405 1.005 0.616 -1.517
C -3.569385 -1.203699 5.675725 -1.134 0.573 0.410
C -4.040484 -3.997585 4.154015 0.178 0.049 2.543
C -4.442801 -5.003135 3.376705 -0.268 0.848 -2.144
Ge -3.575817 -4.326026 1.668688 1.512 0.807 1.481
C -4.934967 -3.464153 0.511160 -0.536 -0.092 1.671
C -4.557371 -3.265495 -0.911667 0.480 -0.639 -2.126
C -1.988989 -5.447089 1.218049 -1.534 -1.472 -1.963
C -2.586242 -6.926479 1.234267 1.029 -0.699 -1.418
C -5.432565 -6.089583 3.595295 1.773 0.777 1.180
C -6.332879 -6.560582 2.670718 -0.700 -0.496 -0.611
C -6.978116 -7.802134 2.856616 1.320 -0.432 -1.384
C -6.640523 -8.592538 3.944276 -1.744 -0.351 1.659
C -5.948226 -7.974736 5.015188 -0.183 0.041 -1.281
C -5.250061 -6.775832 4.793098 -0.312 -1.967 1.182
H 0.567649 -3.161822 2.763646 -0.131 -0.158 0.279
H 0.693002 -4.855881 3.265257 -0.448 0.722 0.346
H 1.384834 -3.568904 4.255001 -0.351 -0.134 -0.157
H -0.577653 -2.986211 5.332607 -0.437 -0.632 -0.532
H -1.060169 -4.676650 4.793864 -0.053 0.617 0.398
H -3.452792 -0.616916 3.533648 0.338 -0.318 0.928
H -1.857207 -0.565428 4.346378 -1.512 -0.844 0.293
H -3.125997 -1.900513 6.400775 0.075 0.184 -0.243
H -4.672721 -1.447331 5.642729 1.169 -0.114 -0.450
H -3.595762 -0.200875 6.130154 0.322 -0.227 0.056
H -4.426093 -3.785817 5.175685 -0.217 -0.607 -0.405
H -5.139545 -2.503543 1.023675 0.132 -0.430 -0.199
H -5.868658 -4.055163 0.673888 0.672 0.281 -0.390
H -5.442527 -3.363032 -1.567526 0.366 0.069 0.184
H -3.819996 -4.039769 -1.270832 -0.712 0.720 0.257
H -4.113830 -2.289540 -1.155121 -0.050 -0.272 0.379
H -1.204585 -5.353049 1.957135 -0.216 0.177 0.425
H -1.503152 -5.182299 0.241730 -0.589 -0.327 0.709
H -3.228029 -7.281195 0.318434 1.290 1.056 1.490
H -3.194408 -7.100084 2.108677 -0.314 0.160 0.343
H -1.741741 -7.654670 1.347897 -0.647 0.402 -0.359
H -6.454281 -5.984236 1.752345 -0.158 -0.292 0.145
H -7.472583 -8.299528 2.000548 -0.077 0.680 0.611
H -7.147358 -9.619190 4.077902 1.013 1.734 -0.199
H -5.972947 -8.407705 5.997117 0.489 -0.462 0.190
H -4.465745 -6.602463 5.563487 -0.773 0.788 -0.822
O 3.859418 2.320142 -2.753482 -1.071 0.753 -0.792
N 4.284522 2.149733 -1.492773 -2.590 -3.017 0.588
C 5.385626 2.737230 -1.132156 3.752 2.620 0.782
C 5.596049 4.105132 -1.515132 0.380 -2.099 0.352
N 5.736221 5.197630 -1.843139 0.129 1.754 -0.261
C 6.353752 2.126323 -0.213023 -2.152 -0.159 0.007
N 6.810514 1.495312 0.660166 0.402 0.557 -0.680
C 5.662884 9.180106 -0.080521 0.086 -2.493 -1.980
C 4.363598 8.775488 0.519079 -0.875 0.864 0.209
C 4.153367 7.482127 0.933809 -1.106 -0.132 0.564
C 2.908677 7.009011 1.363954 -0.705 1.074 -0.974
C 1.794821 7.860333 1.176792 0.479 1.052 0.443
C 2.004314 9.233626 0.846060 -0.531 -0.228 -0.364
C 3.298661 9.689150 0.581167 -0.057 0.117 -0.771
S 0.139996 7.166578 1.205765 -1.309 -2.040 0.041
O 0.180870 6.012990 2.106498 0.565 1.257 -1.015
O -0.998477 8.046662 1.395265 1.226 0.697 0.086
N -0.068210 6.696888 -0.367708 -0.387 1.111 1.117
C 0.733139 5.680434 -1.025245 0.086 1.575 0.429
C 0.536449 4.339302 -0.428863 -0.526 -1.609 -0.677
C 1.098325 3.338707 -1.442859 0.797 -0.897 -0.292
O 1.354187 2.131185 -1.060199 -0.917 1.367 0.844
O 1.348052 3.666272 -2.657988 -0.788 -0.624 1.633
H 5.521409 9.777145 -0.986658 0.041 0.614 0.560
H 6.046476 8.216581 -0.567613 0.076 1.172 0.954
H 6.356489 9.555289 0.638902 0.588 0.459 0.220
H 4.925993 6.776017 0.845490 1.052 -0.808 -0.005
H 2.804224 5.978363 1.662788 -0.192 -0.072 0.026
H 1.141236 9.922970 0.673300 0.737 -0.819 0.370
H 3.517260 10.715146 0.182257 -0.585 -0.932 0.665
H -0.904563 7.135637 -0.754708 0.561 -0.473 0.055
H 1.766230 5.990497 -0.905868 0.399 -0.068 -0.270
H 0.509013 5.730959 -2.086957 -0.025 -0.263 0.025
H -0.554716 4.128716 -0.350547 0.592 0.020 -0.007
H 0.953339 4.203320 0.587314 -0.043 0.025 -0.763

---

15
Properties=species:S:1:pos:R:3:forces:R:3 method="wB97M-V/def2-TZVPD" e_lumo_ev="-5.0003 / -4.9997" e_homo_ev="-13.03 / -13.03" relative_energy_ev=1.719 gap_ev="8.0 / 8.0" total_energy_ev=-17631.2119 max_force_ha_per_bohr=0.0837 multiplicity=1 total_charge=+1 smiles="C=[N+]1C=C(C)SC1"
C 1.690282 -1.260625 1.228082 0.502 0.857 1.453
N 0.947694 -0.421912 0.662600 0.051 1.872 -1.210
C 0.015940 -0.691831 -0.320358 -3.776 -0.051 -2.068
C -0.936867 0.296111 -0.549005 2.420 -0.348 1.034
C -2.157633 0.328432 -1.392862 1.764 -3.711 -0.866
S -0.561491 1.768522 0.286532 0.575 -0.392 0.803
C 1.056987 1.039022 0.787997 1.005 2.199 -0.833
H 2.368763 -1.000850 1.985731 0.888 0.861 0.658
H 1.531731 -2.259060 1.136439 -0.520 -2.786 -0.931
H -0.152892 -1.664151 -0.828054 0.798 0.513 0.904
H -2.967863 0.037801 -0.725518 -0.369 -0.093 -0.448
H -1.935620 -0.470298 -2.261564 -1.141 1.946 1.795
H -2.246553 1.313262 -1.728803 -0.615 1.312 -0.960
H 1.573964 1.460011 1.649882 -0.950 -0.756 0.973
H 1.773559 1.525565 0.068901 -0.633 -1.425 -0.305